*A*
C19H34N2O4 in the gas phase, computed with ωB97M-V with the def2-TZVPD basis set.

XYZ file:
```
59
Properties=species:S:1:pos:R:3:nbo_charge:R:1
O 0.863 2.045 -2.776 -0.656
C 0.141 1.298 -2.140 0.691
C -0.993 1.809 -1.265 -0.479
C -2.348 1.163 -1.557 -0.404
C -3.348 1.437 -0.434 -0.393
C -4.626 0.604 -0.553 -0.387
C -4.406 -0.895 -0.334 -0.415
C -4.069 -1.263 1.117 -0.389
C -3.017 -2.380 1.194 -0.485
C -1.663 -1.840 0.773 0.700
O -1.285 -1.823 -0.388 -0.685
N -0.922 -1.359 1.786 -0.608
C 0.361 -0.717 1.629 -0.249
C 0.369 0.635 2.357 0.102
C 1.705 1.362 2.185 -0.438
C 2.479 0.907 3.422 -0.435
C 1.364 0.786 4.459 -0.065
O 0.188 0.419 3.754 -0.551
N 0.289 -0.042 -2.137 -0.643
C 1.432 -0.668 -2.746 -0.258
C 2.474 -1.077 -1.680 0.090
C 3.840 -1.356 -2.317 -0.425
C 4.479 0.039 -2.362 -0.441
C 3.638 0.864 -1.368 -0.089
O 2.719 -0.031 -0.760 -0.545
H -1.049 2.892 -1.389 0.227
H -0.708 1.601 -0.231 0.205
H -2.215 0.088 -1.661 0.214
H -2.740 1.542 -2.503 0.205
H -2.867 1.224 0.524 0.185
H -3.612 2.497 -0.434 0.205
H -5.049 0.754 -1.549 0.203
H -5.358 0.967 0.173 0.198
H -5.306 -1.430 -0.641 0.207
H -3.598 -1.233 -0.982 0.218
H -4.971 -1.592 1.637 0.210
H -3.691 -0.389 1.652 0.198
H -3.298 -3.189 0.518 0.229
H -2.960 -2.772 2.210 0.211
H -1.284 -1.358 2.727 0.406
H 0.559 -0.575 0.567 0.237
H 1.145 -1.354 2.053 0.195
H -0.481 1.234 2.003 0.182
H 1.553 2.441 2.210 0.210
H 2.188 1.089 1.251 0.249
H 2.943 -0.063 3.243 0.203
H 3.247 1.614 3.727 0.220
H 1.192 1.749 4.959 0.165
H 1.558 0.027 5.220 0.185
H -0.277 -0.624 -1.529 0.434
H 1.121 -1.557 -3.301 0.202
H 1.867 0.062 -3.432 0.228
H 2.085 -1.917 -1.097 0.191
H 4.416 -2.023 -1.676 0.210
H 3.745 -1.809 -3.301 0.214
H 4.418 0.469 -3.360 0.213
H 5.527 0.007 -2.068 0.213
H 4.236 1.301 -0.565 0.181
H 3.091 1.663 -1.881 0.204
```

Results
LUMO energy in eV: 0.77
Structure (SMILES): O=C(CCCCCCCC(=O)NC[C@@H]1CCCO1)NC[C@H]1CCCO1
HOMO in hartree: -0.33049
Gap between HOMO and LUMO in eV: 9.76

***

*B*
A molecular structure, C19H34N2O4, computed with ωB97M-V with the def2-TZVPD basis set.

XYZ file:
```
59
Properties=species:S:1:pos:R:3:nbo_charge:R:1
C -1.824 -3.673 0.548 -0.638
C -0.651 -3.127 1.388 -0.089
H -0.256 -3.821 2.011 0.213
H -1.139 -2.332 1.972 0.187
O 0.307 -2.726 0.503 -0.445
C 1.130 -3.489 0.227 0.803
O 1.066 -4.719 0.518 -0.685
C 2.246 -2.688 -0.769 -0.098
N 2.092 -1.248 -0.748 -0.679
C 3.152 -0.516 -0.186 0.759
O 4.083 -0.673 0.345 -0.551
C 2.680 1.119 -0.488 -0.125
N 1.653 1.239 0.283 -0.548
C 0.383 1.357 0.008 0.643
O 0.097 0.663 -1.197 -0.797
C -0.750 1.862 1.011 -0.218
C -1.494 0.646 1.612 -0.397
C -2.496 0.064 0.650 -0.393
C -3.280 1.232 -0.175 -0.218
C -2.555 2.207 -0.722 -0.427
C -1.630 2.869 0.034 -0.356
H -1.083 3.684 -0.268 0.233
H -2.177 3.546 0.915 0.167
H -2.001 1.706 -1.433 0.253
H -3.165 3.070 -1.571 0.188
C -4.260 0.471 -1.105 -0.368
C -5.386 -0.608 -0.422 -0.509
H -4.907 -1.109 0.056 0.138
H -6.175 -0.845 -1.048 0.217
H -5.925 0.116 0.382 0.174
H -3.754 -0.045 -1.848 0.193
H -4.884 1.199 -1.798 0.197
H -3.947 1.676 0.678 0.172
H -1.881 -0.509 -0.216 0.220
H -3.076 -0.702 1.103 0.213
H -0.827 0.278 2.067 0.186
H -2.097 1.286 2.176 0.204
H -0.152 2.473 1.934 0.210
H 1.803 1.853 1.322 0.375
H 2.377 1.256 -1.345 0.205
C 4.072 1.855 0.051 -0.128
C 3.597 3.405 -0.423 -0.577
H 2.769 3.738 -0.154 0.166
H 3.507 3.158 -1.708 0.169
H 4.490 4.033 -0.550 0.216
C 4.518 1.928 1.360 -0.602
H 5.400 2.388 1.529 0.225
H 3.758 2.404 1.989 0.173
H 4.483 1.081 1.671 0.215
H 4.705 1.551 -0.594 0.189
H 1.326 -0.807 -1.080 0.436
C 2.253 -3.228 -2.122 -0.619
H 1.492 -2.915 -2.663 0.209
H 2.348 -4.439 -1.936 0.226
H 3.188 -2.958 -2.526 0.217
H 3.277 -2.847 0.027 0.223
H -1.497 -4.567 -0.178 0.230
H -2.295 -2.895 -0.169 0.213
H -2.689 -3.928 1.071 0.215
```

Results
LUMO energy in eV: 0.35
HOMO in hartree: -0.30177
Gap between HOMO and LUMO in eV: 8.56

***

Stability comparison, relative energies in hartree: *A* 0.0000; *B* 0.7254

***

*A*
A gas-phase ion, C2H8NO3 (charge +1), computed with ωB97M-V with the def2-TZVPD basis set.

XYZ file:
```
14
Properties=species:S:1:pos:R:3:nbo_charge:R:1
N -0.947 -0.702 -0.768 -0.772
C -0.938 0.178 0.435 0.242
O -1.460 1.359 0.155 -0.664
C 0.879 0.153 0.673 0.324
O 1.165 0.668 -0.659 -0.775
O 1.149 -1.167 0.673 -0.709
H -0.140 -0.195 -1.240 0.481
H -0.943 -1.745 -0.461 0.477
H -1.887 -0.578 -1.244 0.452
H -1.471 -0.222 1.320 0.219
H -0.898 1.904 -0.384 0.502
H 1.318 0.885 1.533 0.216
H 2.065 0.706 -0.834 0.507
H 2.107 -1.245 0.801 0.503
```

Results
LUMO energy in eV: -3.36
Net charge: +1
Structure (SMILES): [NH3+][C@H](O)C(O)O
HOMO in hartree: -0.56578
Gap between HOMO and LUMO in eV: 12.03

***

*B*
A gas-phase ion, C2H8NO3 (charge +1), computed with ωB97M-V with the def2-TZVPD basis set.

XYZ file:
```
14
Properties=species:S:1:pos:R:3:nbo_charge:R:1
N -1.553 -0.024 -0.440 -0.682
C -0.484 0.499 0.392 -0.317
C 0.977 -0.088 0.129 0.756
O 1.212 -1.046 1.109 -0.737
O 1.880 0.956 0.187 -0.704
O 0.925 -0.613 -1.101 -0.749
H -1.262 0.419 -1.372 0.467
H -2.487 0.298 -0.234 0.448
H -1.722 -1.063 -0.555 0.471
H -0.668 0.198 1.438 0.247
H -0.364 1.599 0.435 0.261
H 1.882 -1.668 0.986 0.507
H 1.994 1.196 1.155 0.504
H 1.718 -0.521 -1.673 0.528
```

Results
LUMO energy in eV: -3.79
Net charge: +1
Structure (SMILES): [NH3+]CC(O)(O)O
HOMO in hartree: -0.56725
Gap between HOMO and LUMO in eV: 11.65

***

Stability comparison, relative energies in hartree: *A* 0.0411; *B* 0.0000

***

*A*
8 unconnected molecules or ions with the total composition C5H26N2O8, computed with ωB97M-V with the def2-TZVPD basis set.

XYZ file:
```
41
Properties=species:S:1:pos:R:3:nbo_charge:R:1
C -2.319 -1.007 -1.047 -0.577
C -1.038 -0.188 -0.671 -0.513
C -1.076 0.274 0.705 0.672
O -1.685 1.357 1.086 -0.749
N -0.679 -0.387 1.799 -0.591
C 0.348 -1.530 1.762 -0.239
C -0.348 -2.401 2.734 -0.254
N -1.425 -3.045 1.946 -0.856
H -2.659 -0.868 -2.004 0.212
H -2.152 -2.101 -0.880 0.205
H -3.073 -0.594 -0.224 0.209
H -0.041 -0.708 -0.964 0.239
H -0.999 0.673 -1.160 0.232
H -0.955 -0.013 2.737 0.444
H 0.441 -1.978 0.707 0.208
H 1.342 -1.188 2.026 0.248
H -0.939 -2.130 3.651 0.218
H 0.264 -3.174 3.162 0.176
H -1.161 -3.009 1.006 0.343
H -1.803 -3.872 2.175 0.364
O 0.735 2.742 -1.981 -0.962
H 0.125 3.127 -1.516 0.484
H 0.530 2.792 -2.877 0.465
O 1.949 -1.671 -2.460 -0.978
H 2.397 -0.887 -2.727 0.493
H 2.058 -2.239 -3.271 0.472
O 2.836 -0.827 0.559 -0.965
H 2.716 -1.378 -0.224 0.493
H 3.238 -0.012 0.305 0.478
O -0.967 4.145 -0.563 -0.963
H -0.582 4.301 0.412 0.479
H -1.449 3.355 -0.216 0.501
O -3.311 -0.616 2.818 -0.950
H -3.047 -1.256 2.168 0.477
H -3.830 0.106 2.122 0.472
O 2.898 0.791 -3.152 -0.960
H 2.130 1.415 -3.151 0.490
H 3.602 1.377 -2.888 0.486
O 3.027 3.548 -0.635 -0.958
H 2.370 4.211 -0.252 0.473
H 2.531 2.864 -1.016 0.479
```

Results
LUMO energy in eV: 0.17
Structure (SMILES): CCC(=O)NCCN.O.O.O.O.O.O.O
HOMO in hartree: -0.32854
Gap between HOMO and LUMO in eV: 9.11

***

*B*
8 unconnected molecules or ions with the total composition C5H26N2O8, computed with ωB97M-V with the def2-TZVPD basis set.

XYZ file:
```
41
Properties=species:S:1:pos:R:3:nbo_charge:R:1
C -1.548 0.783 -2.436 -0.446
N -1.337 1.935 -1.614 -0.618
C -1.200 1.554 -0.180 -0.075
C -0.157 0.480 -0.050 -0.237
N 1.092 0.770 0.731 -0.917
C -2.499 1.182 0.383 -0.544
C -2.729 0.424 1.657 0.449
O -1.985 -0.488 1.887 -0.569
H -0.852 0.538 -3.263 0.210
H -1.637 -0.246 -1.903 0.186
H -2.481 1.002 -2.891 0.195
H -2.015 2.593 -1.764 0.361
H -0.990 2.453 0.456 0.214
H -0.666 -0.504 0.068 0.173
H 0.242 0.313 -1.115 0.207
H 0.981 0.921 1.762 0.390
H 1.842 0.048 0.546 0.402
H -3.269 1.895 0.314 0.220
H -3.031 0.584 -0.436 0.241
H -3.483 0.637 2.433 0.139
O 1.728 2.212 -2.423 -0.951
H 1.016 2.387 -1.795 0.475
H 2.474 2.027 -1.768 0.471
O 1.503 -3.067 -2.033 -0.968
H 2.293 -3.226 -1.612 0.484
H 1.236 -2.064 -1.991 0.489
O 2.282 -1.797 0.294 -0.984
H 1.536 -2.057 0.847 0.501
H 3.064 -1.689 0.895 0.480
O 3.043 3.733 0.043 -0.995
H 2.607 2.891 0.322 0.503
H 2.579 4.391 -0.456 0.488
O 0.578 -0.020 3.791 -0.950
H 1.067 -0.369 4.456 0.464
H 0.163 -0.708 3.284 0.482
O -0.781 -4.121 -0.705 -0.943
H -0.348 -3.361 -0.995 0.471
H -0.188 -4.791 -0.890 0.469
O 0.367 -2.363 1.992 -0.947
H -0.147 -2.558 2.761 0.487
H -0.350 -2.327 1.398 0.493
```

Results
LUMO energy in eV: 0.25
Structure (SMILES): CN[C@H](CN)CC=O.O.O.O.O.O.O.O
HOMO in hartree: -0.33371
Gap between HOMO and LUMO in eV: 9.33

***

Stability comparison, relative energies in hartree: *A* 0.0000; *B* 0.0104